{"formula": "C22H42N3O3P2PtS6Se", "method": "ωB97M-V/def2-TZVPD", "symbols": ["Pt", "S", "S", "S", "S", "C", "N", "C", "C", "N", "C", "C", "Se", "H", "H", "H", "H", "H", "H", "H", "H", "C", "C", "P", "C", "C", "C", "C", "H", "H", "H", "H", "H", "H", "H", "H", "H", "H", "H", "H", "H", "H", "H", "C", "C", "C", "O", "P", "S", "S", "O", "C", "C", "C", "H", "H", "H", "H", "H", "H", "H", "H", "H", "H", "H", "H", "H", "H", "O", "N", "C", "C", "C", "C", "C", "H", "H", "H", "H", "H"], "coordinates": [[-0.789, -0.821, -1.683], [-2.675, 0.310, -0.792], [-3.796, 0.811, -2.477], [-3.825, -0.887, -3.595], [-1.856, -1.212, -3.971], [2.534, -3.064, 0.426], [3.004, -1.785, -0.071], [3.916, -0.977, 0.562], [4.088, 0.108, -0.225], [3.268, -0.052, -1.319], [3.096, 0.921, -2.387], [2.593, -1.202, -1.207], [1.364, -1.903, -2.449], [3.110, -3.314, 1.311], [2.661, -3.820, -0.347], [1.492, -2.967, 0.722], [4.317, -1.225, 1.527], [4.698, 0.983, -0.096], [3.658, 1.812, -2.120], [2.037, 1.155, -2.490], [3.473, 0.516, -3.324], [-0.970, -4.688, -2.385], [-0.782, -4.203, -0.950], [-1.607, -2.616, -0.598], [-3.343, -2.993, -0.997], [-3.967, -4.128, -0.189], [-1.533, -2.347, 1.208], [-1.269, -3.568, 2.085], [-0.410, -5.611, -2.541], [-0.622, -3.954, -3.110], [-2.018, -4.898, -2.599], [0.270, -4.118, -0.695], [-1.218, -4.923, -0.252], [-3.383, -3.204, -2.067], [-3.900, -2.068, -0.853], [-3.496, -5.092, -0.389], [-5.021, -4.220, -0.453], [-3.916, -3.939, 0.883], [-2.480, -1.864, 1.466], [-0.749, -1.604, 1.376], [-2.018, -4.350, 1.963], [-1.264, -3.256, 3.129], [-0.285, -3.992, 1.884], [3.090, 3.525, 3.443], [3.214, 2.660, 2.202], [2.628, 3.344, 0.980], [2.713, 1.349, 2.494], [1.321, 0.557, 2.326], [1.647, -1.216, 3.077], [0.676, 0.740, 0.429], [0.289, 1.289, 3.325], [-0.653, 2.320, 2.989], [-0.767, 3.232, 4.196], [-1.985, 1.680, 2.650], [3.659, 4.448, 3.315], [3.467, 2.994, 4.315], [2.048, 3.789, 3.618], [4.276, 2.480, 2.009], [1.588, 3.629, 1.138], [2.666, 2.702, 0.102], [3.207, 4.252, 0.792], [-0.283, 2.875, 2.120], [-1.198, 2.682, 5.034], [-1.415, 4.079, 3.968], [0.206, 3.608, 4.507], [-2.335, 1.095, 3.503], [-1.889, 1.027, 1.785], [-2.730, 2.447, 2.424], [0.116, 0.937, -2.630], [-0.627, 1.990, -2.918], [-0.981, 2.199, -4.197], [-1.694, 3.325, -4.540], [-2.072, 4.218, -3.551], [-1.710, 3.964, -2.238], [-0.975, 2.837, -1.937], [-0.659, 1.429, -4.880], [-1.963, 3.478, -5.575], [-2.646, 5.100, -3.799], [-1.987, 4.632, -1.436], [-0.628, 2.553, -0.952]], "mulliken_spin": [0.419, 0.042, 0.001, 0.038, 0.382, -0.001, 0.000, 0.002, 0.000, 0.003, -0.001, 0.006, 0.026, 0.000, 0.000, 0.003, 0.000, 0.000, 0.000, 0.001, 0.000, -0.005, 0.009, -0.021, 0.010, -0.001, 0.000, 0.002, 0.000, 0.002, 0.001, -0.002, 0.000, -0.002, -0.002, 0.000, 0.000, 0.000, -0.001, -0.015, 0.000, 0.000, 0.000, 0.000, -0.006, 0.012, 0.013, 0.029, 0.001, 0.039, 0.001, 0.003, 0.000, 0.006, 0.000, 0.000, 0.000, 0.001, -0.002, -0.003, 0.000, 0.001, 0.000, 0.000, 0.000, 0.000, -0.007, 0.000, 0.010, -0.002, 0.005, -0.002, 0.002, 0.000, 0.004, 0.001, 0.000, 0.000, 0.000, 0.001], "e_above_lowest_kcal_mol": 1.11, "fmax_ev_per_a": 0.40, "multiplicity": 2, "lumo_energy_ev": [-0.28, -0.97], "mol_weight_g_mol": 925.0}

{"formula": "C22H42N3O5ReSSb", "method": "ωB97M-V/def2-TZVPD", "symbols": ["Re", "C", "N", "C", "C", "O", "C", "O", "C", "C", "O", "N", "C", "C", "H", "H", "H", "H", "H", "H", "H", "H", "H", "H", "H", "H", "H", "H", "H", "H", "O", "N", "C", "C", "C", "C", "C", "S", "H", "H", "H", "H", "C", "C", "C", "O", "H", "H", "H", "H", "H", "H", "H", "C", "C", "Sb", "C", "C", "C", "C", "H", "H", "H", "H", "H", "H", "H", "H", "H", "H", "H", "H", "H", "H", "H"], "coordinates": [[-0.097, 0.284, -0.398], [-3.294, -0.640, 2.900], [-3.297, -1.515, 1.727], [-4.483, -2.361, 1.607], [-2.346, -1.444, 0.817], [-1.378, -0.655, 0.977], [-2.425, -2.330, -0.426], [-1.240, -2.313, -1.179], [-0.332, -3.367, -0.981], [0.918, -2.866, -0.266], [1.110, -1.639, -0.101], [1.780, -3.770, 0.171], [2.954, -3.375, 0.938], [1.628, -5.199, -0.091], [-3.238, -1.256, 3.796], [-4.223, -0.070, 2.913], [-2.445, 0.033, 2.853], [-4.769, -2.687, 2.605], [-4.292, -3.244, 1.006], [-5.305, -1.791, 1.173], [-3.230, -1.951, -1.063], [-2.685, -3.352, -0.138], [-0.048, -3.757, -1.963], [-0.782, -4.191, -0.419], [2.765, -2.419, 1.415], [3.829, -3.301, 0.291], [3.136, -4.128, 1.702], [1.217, -5.378, -1.082], [1.004, -5.673, 0.667], [2.615, -5.653, -0.062], [-1.554, 0.276, -1.805], [-1.275, 0.543, -3.096], [-2.324, 0.530, -3.950], [-2.126, 0.811, -5.271], [-0.831, 1.109, -5.710], [0.213, 1.114, -4.820], [-0.012, 0.825, -3.468], [1.238, 0.827, -2.265], [-3.272, 0.299, -3.491], [-2.968, 0.807, -5.944], [-0.652, 1.341, -6.750], [1.219, 1.346, -5.133], [-1.673, 4.120, 0.368], [-1.869, 2.737, -0.232], [-3.193, 2.133, 0.188], [-0.774, 1.921, 0.236], [-2.484, 4.786, 0.073], [-0.737, 4.564, 0.038], [-1.665, 4.058, 1.456], [-1.786, 2.784, -1.325], [-3.272, 2.125, 1.275], [-3.326, 1.120, -0.195], [-4.009, 2.742, -0.200], [4.571, 0.646, -0.542], [4.000, 0.374, 0.842], [2.026, 1.103, 1.115], [2.267, 3.209, 1.095], [2.138, 3.851, -0.279], [1.598, 0.689, 3.160], [2.685, 1.163, 4.115], [5.612, 0.328, -0.595], [4.549, 1.709, -0.786], [4.022, 0.112, -1.319], [4.597, 0.861, 1.614], [3.995, -0.689, 1.068], [3.244, 3.415, 1.537], [1.516, 3.594, 1.789], [2.896, 3.486, -0.973], [2.259, 4.932, -0.206], [1.163, 3.648, -0.722], [1.417, -0.385, 3.245], [0.646, 1.187, 3.360], [3.633, 0.660, 3.931], [2.407, 0.962, 5.149], [2.851, 2.237, 4.029]], "mulliken_spin": [2.524, 0.001, 0.015, -0.001, 0.026, 0.045, 0.011, 0.017, 0.002, 0.006, 0.050, 0.007, 0.001, -0.001, 0.000, 0.000, -0.001, 0.000, 0.000, 0.000, -0.001, 0.001, 0.001, 0.000, 0.001, 0.001, 0.000, 0.000, 0.001, 0.000, 0.059, 0.032, 0.005, 0.003, 0.004, 0.009, 0.022, 0.009, 0.000, 0.000, 0.000, 0.001, 0.010, 0.033, 0.013, 0.108, 0.000, -0.001, -0.002, -0.007, 0.000, 0.003, 0.000, -0.003, -0.006, -0.026, -0.007, -0.003, 0.018, 0.005, 0.000, 0.000, 0.001, 0.000, 0.001, 0.000, 0.001, 0.000, 0.000, 0.000, 0.002, 0.004, -0.001, 0.002, 0.000], "e_above_lowest_kcal_mol": 0.00, "fmax_ev_per_a": 1.35, "multiplicity": 4, "charge": 2, "lumo_energy_ev": [-4.91, -6.29], "mol_weight_g_mol": 768.6}

{"formula": "C22H42N4O", "method": "ωB97M-V/def2-TZVPD", "symbols": ["C", "C", "C", "O", "N", "C", "C", "C", "C", "C", "N", "C", "C", "H", "H", "H", "H", "H", "H", "H", "H", "H", "H", "H", "H", "C", "C", "N", "C", "C", "C", "C", "H", "H", "H", "H", "H", "H", "H", "H", "H", "H", "H", "H", "H", "H", "H", "C", "C", "N", "C", "C", "C", "C", "H", "H", "H", "H", "H", "H", "H", "H", "H", "H", "H", "H", "H", "H", "H"], "coordinates": [[-3.804, 0.855, -0.877], [-2.333, 1.021, -1.265], [-1.924, 0.459, -2.613], [-2.408, 0.732, -3.670], [-0.820, -0.384, -2.453], [-0.702, -0.717, -1.034], [-1.282, 0.478, -0.257], [-0.328, 1.601, 0.050], [-0.226, 2.198, 1.299], [0.650, 3.263, 1.476], [1.420, 3.778, 0.525], [1.320, 3.197, -0.672], [0.487, 2.128, -0.953], [-4.404, 1.586, -1.409], [-3.897, 1.083, 0.183], [-4.178, -0.147, -1.070], [-2.196, 2.096, -1.387], [-0.968, -1.207, -3.026], [-1.384, -1.551, -0.830], [0.276, -1.074, -0.724], [-1.758, 0.065, 0.628], [-0.807, 1.862, 2.147], [0.729, 3.714, 2.457], [1.938, 3.602, -1.463], [0.474, 1.720, -1.951], [-0.793, -1.117, 3.708], [-0.709, -0.865, 5.205], [-1.552, 0.232, 5.644], [-1.279, 0.657, 7.006], [-1.561, -0.330, 8.146], [-2.954, 0.131, 5.278], [-3.739, -1.099, 5.754], [-0.557, -0.205, 3.156], [-0.077, -1.887, 3.421], [-1.783, -1.461, 3.407], [0.323, -0.603, 5.452], [-0.920, -1.808, 5.734], [-1.836, 1.580, 7.188], [-0.223, 0.938, 7.048], [-2.626, -0.427, 8.351], [-1.087, 0.027, 9.062], [-1.160, -1.322, 7.936], [-3.022, 0.177, 4.188], [-3.454, 1.038, 5.628], [-3.171, -2.021, 5.624], [-4.658, -1.197, 5.172], [-4.028, -1.024, 6.801], [2.300, 1.007, -3.704], [2.883, 0.464, -4.998], [3.764, -0.671, -4.790], [4.517, -1.040, -5.975], [3.744, -1.558, -7.195], [3.195, -1.768, -4.028], [1.909, -2.423, -4.555], [3.089, 1.278, -3.000], [1.708, 1.900, -3.915], [1.635, 0.287, -3.228], [3.469, 1.253, -5.478], [2.052, 0.239, -5.686], [5.262, -1.785, -5.683], [5.088, -0.158, -6.280], [3.394, -2.580, -7.055], [4.399, -1.558, -8.068], [2.885, -0.930, -7.431], [3.001, -1.406, -3.015], [3.970, -2.529, -3.912], [1.185, -1.680, -4.893], [1.439, -3.001, -3.756], [2.102, -3.110, -5.377]], "nbo_charge": [-0.590, -0.325, 0.691, -0.569, -0.641, -0.216, -0.249, 0.035, -0.265, 0.044, -0.417, 0.043, -0.281, 0.229, 0.211, 0.208, 0.243, 0.398, 0.179, 0.213, 0.226, 0.217, 0.191, 0.193, 0.233, -0.617, -0.213, -0.452, -0.206, -0.636, -0.215, -0.639, 0.206, 0.215, 0.200, 0.197, 0.159, 0.192, 0.190, 0.201, 0.213, 0.204, 0.186, 0.197, 0.204, 0.211, 0.205, -0.628, -0.214, -0.450, -0.205, -0.636, -0.215, -0.641, 0.211, 0.211, 0.211, 0.196, 0.159, 0.190, 0.189, 0.199, 0.212, 0.206, 0.191, 0.196, 0.207, 0.204, 0.205], "fmax_ev_per_a": 1.01, "lumo_energy_ev": 0.51, "mol_weight_g_mol": 378.6}